Record 1
ORCA calculation (ωB97M-V/def2-TZVPD) on the molecule C6H9N.

Structure (XYZ):
```
16
Properties=species:S:1:pos:R:3:nbo_charge:R:1
C -1.519 0.637 -2.022 -0.64
C -0.620 0.182 -0.916 0.13
C -0.175 0.808 0.224 -0.30
C 0.644 -0.110 0.949 -0.09
C 1.321 0.128 2.268 -0.62
C 0.672 -1.270 0.215 -0.09
N -0.098 -1.085 -0.907 -0.51
H -2.538 0.243 -1.911 0.22
H -1.585 1.728 -2.041 0.23
H -1.145 0.310 -3.000 0.21
H -0.407 1.826 0.516 0.21
H 2.245 -0.455 2.354 0.21
H 0.678 -0.151 3.112 0.21
H 1.585 1.183 2.396 0.21
H 1.181 -2.207 0.396 0.21
H -0.239 -1.766 -1.634 0.41
```

## Properties
Energy above the lowest of the compared OMol25 structures with the same formula, charge and spin, kJ/mol: 6.8
Molar mass, u: 95.145
Structure (SMILES): Cc1c[nH]c(C)c1
HOMO-LUMO gap, Ha: 0.326
E_tot, eV: -7858.0888

---

Record 2
ORCA calculation (ωB97M-V/def2-TZVPD) on a cluster of 3 separate species, C14H38B3IN3O8P in total.

Structure (XYZ):
```
68
Properties=species:S:1:pos:R:3:nbo_charge:R:1
C 2.584 1.339 -0.357 -0.42
N 2.335 0.106 0.390 -0.60
C 2.308 0.350 1.838 -0.59
B 3.745 0.485 2.448 1.17
O 4.737 -0.447 2.200 -0.88
B 6.021 -0.126 2.564 1.01
O 6.184 0.572 3.750 -0.89
B 5.273 1.585 3.946 0.79
P 5.709 3.039 5.193 0.71
O 4.183 3.516 5.631 -0.98
I 6.082 4.552 3.298 -0.15
O 4.065 1.554 3.289 -0.91
H 1.675 1.934 -0.493 0.18
H 3.322 1.954 0.161 0.19
H 2.984 1.104 -1.345 0.20
H 1.414 -0.225 0.133 0.35
H 1.846 -0.525 2.306 0.24
H 1.694 1.217 2.118 0.19
H 6.944 -0.356 1.854 -0.10
H 3.562 2.774 5.685 0.50
C -0.620 0.948 -2.601 -0.24
O -0.709 2.101 -1.791 -0.56
C -0.086 3.259 -2.335 -0.07
C -1.096 4.301 -2.757 -0.24
N -1.855 3.862 -3.916 -0.63
C -2.977 4.715 -4.285 -0.25
C -4.103 4.907 -3.275 -0.08
O -4.874 3.745 -3.036 -0.54
C -4.359 2.857 -2.066 -0.24
H -0.969 0.107 -2.004 0.19
H -1.240 1.016 -3.502 0.16
H 0.413 0.756 -2.909 0.17
H 0.555 2.983 -3.178 0.18
H 0.548 3.685 -1.552 0.18
H -0.559 5.220 -3.013 0.19
H -1.727 4.522 -1.884 0.17
H -2.192 2.921 -3.757 0.35
H -3.418 4.304 -5.195 0.20
H -2.583 5.705 -4.542 0.19
H -4.794 5.642 -3.694 0.19
H -3.738 5.314 -2.323 0.16
H -3.840 3.394 -1.265 0.17
H -3.668 2.123 -2.493 0.16
H -5.203 2.318 -1.636 0.19
C -1.093 -6.912 2.420 -0.24
O -0.289 -6.468 1.349 -0.55
C -0.954 -6.377 0.096 -0.07
C -1.122 -4.936 -0.334 -0.24
N -2.070 -4.238 0.519 -0.62
C -2.160 -2.802 0.302 -0.25
C -0.911 -1.956 0.526 -0.09
O -0.496 -1.860 1.876 -0.55
C 0.285 -2.939 2.355 -0.25
H -0.428 -7.111 3.258 0.19
H -1.833 -6.166 2.730 0.16
H -1.623 -7.835 2.165 0.17
H -1.926 -6.878 0.144 0.18
H -0.339 -6.895 -0.644 0.19
H -1.497 -4.922 -1.363 0.19
H -0.124 -4.476 -0.342 0.17
H -1.840 -4.418 1.488 0.35
H -2.941 -2.415 0.961 0.21
H -2.499 -2.632 -0.726 0.19
H -1.156 -0.934 0.223 0.19
H -0.071 -2.289 -0.100 0.16
H 0.914 -3.365 1.568 0.18
H -0.330 -3.733 2.787 0.16
H 0.928 -2.549 3.144 0.18
```

## Properties
Molar mass, u: 566.785
Structure (SMILES): CNCB1OBOB(P(O)I)O1.COCCNCCOC.COCCNCCOC
HOMO-LUMO gap, Ha: 0.315
E_tot, eV: -55408.0309